ORCA calculation (wB97M-V/def2-TZVPD) on a molecular structure, C38H63HfN3O4PSSiTe4 at a distorted geometry.

- Frontier orbital gap: 5.17 eV
- F_max: 5.5 eV Å⁻¹
- HOMO: -0.12674 hartree
- Energy relative to the best compared isomer or geometry (same formula, charge and spin): 61.82 kcal/mol
- DFT total energy: -4100.44259 a.u.
- Total charge: -1

XYZ file:
```
116
Properties=species:S:1:pos:R:3:forces:R:3:mulliken_charge:R:1
Hf -0.310 0.833 0.531 -2.2526 1.1553 -0.6959 -0.7054
Te 0.410 2.899 2.023 1.1519 4.6728 1.8933 -0.7418
Te 0.996 4.500 4.115 -0.3707 -0.1735 -0.3156 -0.4421
Te 2.037 0.952 5.251 -0.4070 -0.4150 0.0366 -0.3911
Te 1.299 0.542 2.708 3.7109 -0.8218 3.9965 -1.0589
S 0.235 4.540 -2.373 0.4194 0.9661 -0.9109 -0.4904
P -1.261 -0.828 -1.332 -1.5071 -1.3651 -1.6208 1.4104
Si 2.609 -0.074 -0.506 0.9453 -0.5711 0.5715 -1.9812
O 1.450 0.922 -0.132 2.2232 0.0162 -1.9470 1.1857
O 2.175 -0.829 -1.893 0.0882 -0.0039 0.2036 0.7496
O 4.052 0.676 -0.576 -0.1968 -0.3587 -0.1644 0.8931
O 2.580 -1.165 0.738 0.5483 -0.2502 -0.8575 1.1728
N -0.583 2.625 -0.571 -0.2200 1.0431 -2.0530 -0.3574
N -0.348 -0.799 1.775 -1.6827 -4.1700 -0.0698 0.4341
N -2.324 0.950 0.965 -1.8798 0.3672 0.0150 0.8972
C -1.602 -3.123 4.164 -0.0148 -0.0594 -0.0570 -1.5364
C -0.387 -2.562 3.435 0.1682 -0.0752 0.7544 -0.6890
C -2.964 -0.735 -0.677 0.1814 0.2970 0.2846 0.0004
C -6.341 -2.393 -1.299 0.0064 0.0554 0.1020 -1.7925
C 3.390 -2.414 2.611 -0.0752 0.2383 -0.3282 -1.6798
C -0.890 -2.703 -1.475 0.5187 0.1394 0.3515 2.0585
C -3.481 3.362 -0.302 0.0124 -0.1187 -0.0856 -1.5868
C -3.239 4.421 1.933 0.0907 -0.1078 0.0508 -1.3893
C -2.800 -0.517 -3.830 0.0516 -0.1892 0.2021 -1.7487
C -2.692 3.207 3.899 -0.0900 -0.1353 -0.3910 -0.7726
C 5.831 2.127 -1.085 -0.3491 -0.1102 0.1780 -1.9836
C 4.351 -1.346 -2.819 -0.1413 -0.0221 -0.0012 -1.8301
C -1.467 -3.493 -0.298 0.1913 0.2734 0.3050 -1.2805
C -3.271 0.203 0.348 -0.7574 -0.6202 -0.0548 -0.1761
C -1.036 1.155 -3.317 0.1666 -0.0228 -0.0013 -1.4231
C -1.243 -3.444 -2.766 0.0159 0.3592 -0.1077 -1.7025
C -0.717 -1.898 2.165 0.9899 1.5434 0.5831 0.2982
C -2.569 2.039 3.158 -0.2864 -0.1192 -0.0203 1.3692
C 2.886 -1.023 -3.093 0.3343 -0.2989 -1.0154 2.0490
C 3.486 3.021 -0.973 -0.1347 -0.2443 0.1738 -1.0256
C -2.982 4.422 3.295 -0.0227 -0.2806 -0.0466 0.9155
C -3.141 3.269 1.159 0.0211 -0.2682 -0.0048 1.5942
C -3.979 -1.552 -1.179 -0.0844 -0.0216 0.0992 -0.2155
C -4.627 0.296 0.742 0.0782 0.1312 0.0717 -0.1880
C -2.729 2.068 1.758 -0.2974 0.4760 0.4855 -0.9547
C -2.285 0.762 3.903 -0.0196 -0.1438 -0.0791 -1.2493
C 4.477 2.025 -0.372 0.3382 0.6761 0.0520 1.5187
C -0.211 3.441 -1.341 -0.7468 -1.0662 1.1262 0.6278
C -1.446 -0.308 -3.163 0.4796 0.3606 0.1959 1.4165
C 2.813 0.230 -3.973 -0.0977 -0.2760 0.2716 -1.3858
C 2.973 -3.498 0.393 0.0763 0.2863 0.1254 -1.1405
C -2.946 5.666 4.115 0.1826 0.0534 0.0052 -1.4016
C 2.226 -2.211 -3.806 0.0986 0.3253 0.2084 -1.5309
C 3.465 -2.227 1.091 0.0583 -0.3797 0.2802 1.7216
C 4.918 -1.912 0.732 -0.1811 -0.0006 0.0186 -1.5232
C 4.646 2.321 1.122 -0.2231 -0.3086 -0.1726 -1.3162
C -5.287 -1.476 -0.749 0.0371 -0.1174 -0.2081 0.9152
C -5.596 -0.511 0.213 0.0330 -0.0961 -0.1321 -1.1902
H -1.409 0.856 4.559 -0.0815 -0.0339 -0.1708 0.1359
H 3.756 -1.525 3.126 -0.0507 -0.0037 0.0454 0.3437
H -4.880 1.028 1.497 -0.0353 0.0034 0.0313 0.6662
H -3.146 0.534 4.533 -0.0142 -0.0404 0.1179 0.4884
H 5.109 -2.069 -0.323 0.0852 0.0451 -0.1457 0.1489
H 0.212 -2.721 -1.394 -0.2563 0.0764 0.0204 -0.7818
H 6.269 3.108 -0.918 0.0673 0.1042 -0.0064 0.4974
H 5.449 1.728 1.554 0.1459 -0.0684 0.0332 0.3343
H -5.944 -3.001 -2.111 -0.0240 -0.0259 -0.0505 0.3878
H 2.640 3.176 -0.305 -0.0788 -0.0195 -0.0105 -0.0696
H -0.809 -2.990 -3.652 -0.0031 0.0577 -0.1229 0.3390
H 5.706 1.969 -2.155 0.0001 0.0126 -0.1008 0.3329
H 6.504 1.365 -0.695 0.0918 -0.0522 0.0184 0.2951
H -0.844 -4.459 -2.700 -0.0086 -0.0052 0.0607 0.4776
H -2.318 -3.524 -2.912 -0.0754 -0.0311 -0.0055 0.2476
H -3.592 0.000 -3.290 -0.0130 0.0341 0.0255 0.3399
H 2.989 -3.367 -0.688 0.0058 -0.0118 -0.1027 -0.0037
H -1.901 5.877 4.359 -0.0022 0.1067 0.0195 0.1753
H -2.942 4.189 -0.768 -0.0200 -0.0233 -0.0647 0.4419
H -3.730 -2.280 -1.940 -0.0365 -0.0181 -0.0011 0.0664
H 4.912 -1.412 -3.748 0.0393 -0.0510 -0.1540 0.5851
H -0.922 1.422 -4.370 -0.0888 -0.0951 -0.0696 0.5790
H 3.331 1.053 -3.489 0.0912 0.1335 0.0327 0.1836
H -2.496 3.180 4.962 0.0193 -0.0559 0.1311 0.3421
H -2.555 -3.535 -0.351 0.0112 -0.0481 0.0326 0.2443
H -3.479 5.527 5.051 -0.1191 0.0405 0.1642 0.3383
H 4.429 -2.295 -2.296 0.0556 -0.1744 0.0339 0.3120
H 1.948 -3.708 0.699 -0.0751 -0.0200 0.0047 0.1615
H -6.705 -3.065 -0.521 -0.0926 -0.1048 0.0046 0.3164
H -1.193 -3.029 0.667 -0.3100 -0.3415 -0.5890 0.0473
H 5.589 -2.547 1.306 0.0491 -0.1279 0.0093 0.5567
H 3.099 2.656 -1.922 0.0056 0.0495 -0.1535 0.0822
H -0.077 1.346 -2.833 -0.0588 0.0908 0.0162 -0.1570
H -3.482 5.347 1.431 -0.0798 0.1721 -0.0271 0.3692
H 2.187 -3.071 -3.137 0.0102 -0.0499 0.0402 0.2500
H -4.552 3.544 -0.416 -0.0422 0.0172 -0.0315 0.5373
H -2.153 -0.077 3.217 -0.0104 0.1790 0.1831 -0.2876
H 3.959 3.986 -1.133 0.1138 0.1165 -0.0345 0.5358
H 3.286 0.029 -4.932 0.0509 0.0436 -0.1067 0.4784
H -2.085 -3.884 3.555 -0.1096 -0.0322 -0.0116 0.2978
H -7.195 -1.829 -1.673 -0.0834 -0.0233 -0.0705 0.3662
H 4.001 -3.265 2.902 0.0786 -0.1227 0.0582 0.5167
H 4.781 -0.564 -2.202 0.1950 0.0081 -0.0129 0.1759
H 1.212 -1.952 -4.098 -0.1318 -0.0018 -0.0375 0.2087
H -0.695 -0.898 -3.704 -0.0391 -0.0640 0.2247 -0.3355
H -1.077 -4.513 -0.302 0.0225 -0.0594 -0.1319 0.5865
H 1.782 0.528 -4.143 -0.1642 0.0171 -0.0142 0.1033
H 5.135 -0.874 0.969 0.0693 0.0392 0.0797 0.1191
H 2.366 -2.602 2.926 -0.0974 0.0427 0.0561 0.1234
H 3.600 -4.345 0.663 0.0787 -0.1406 -0.0120 0.4298
H 4.861 3.378 1.269 0.0663 0.0655 0.0071 0.4633
H 0.167 -1.838 4.083 -0.1902 -0.3018 -0.3378 0.1896
H -6.618 -0.401 0.550 -0.1208 -0.0148 0.0554 0.4098
H -2.766 -0.112 -4.843 0.0755 0.0081 -0.0303 0.5046
H -3.067 -1.568 -3.897 -0.0982 -0.0966 -0.0633 0.2939
H 3.731 2.093 1.674 -0.0318 0.0448 -0.0881 -0.0649
H -2.329 -2.347 4.392 -0.0347 0.0736 -0.0064 0.3221
H 2.788 -2.482 -4.697 0.0518 -0.0229 -0.1122 0.4962
H 0.286 -3.399 3.211 0.0145 0.1454 -0.0575 0.2428
H -1.286 -3.579 5.099 0.0028 -0.0414 0.1109 0.4398
H -3.241 2.442 -0.837 0.0184 0.1614 0.0092 -0.2983
H -3.364 6.516 3.587 -0.0842 0.1732 -0.0848 0.4009
H -1.786 1.822 -2.891 0.0672 0.0376 0.0918 0.3235
```
Positions in Å, forces in eV/Å.



ORCA calculation (wB97M-V/def2-TZVPD) on a molecular structure, C38H65AsN6O6PS2Si3Ti at a distorted geometry.

- Frontier orbital gap (spin up / spin down): 5.26 / 7.07 eV
- F_max: 1.9 eV Å⁻¹
- HOMO (spin up / spin down): -0.10582 / -0.17215 hartree
- Energy relative to the best compared isomer or geometry (same formula, charge and spin): 26.52 kcal/mol
- 2S+1: 3
- DFT total energy: -7358.64519 a.u.
- Total charge: -1

XYZ file:
```
123
Properties=species:S:1:pos:R:3:forces:R:3:lowdin_spin:R:1
As 1.000 -2.030 -2.029 0.4045 -0.8960 -0.7173 -0.0009
Ti -0.778 0.727 0.415 0.3749 0.5765 1.7551 1.0109
S -3.963 1.393 -0.339 -0.3193 -0.0621 0.6019 0.0032
S -1.436 0.147 -2.077 1.2147 -0.7027 -1.2067 0.0052
P -0.409 3.214 1.067 0.1035 0.7468 0.8385 0.0059
Si 1.882 -0.938 -3.938 0.6828 0.3721 -0.3063 -0.0005
Si 2.662 -3.732 -1.925 0.5803 -0.2694 0.5788 0.0008
Si -0.813 -3.472 -2.576 -0.1303 -0.7770 -0.2012 -0.0001
O -4.813 2.409 0.217 -0.0169 0.3495 -0.2322 0.0001
O -1.630 -0.685 -0.851 -0.7403 0.3843 -0.8324 0.0125
O -2.532 1.595 0.047 -1.5636 0.4675 -0.1680 0.0172
O -0.452 1.183 -1.662 -0.6887 -0.0025 -0.2959 0.0077
O -1.005 -0.639 -3.208 -0.6448 0.4657 0.2555 0.0009
O -4.412 0.041 -0.149 0.0009 -0.1860 -0.1039 0.0019
N -0.789 0.677 2.507 -0.2406 0.3690 0.3355 0.0052
N 4.361 0.212 0.999 -0.0529 0.2429 0.2183 0.0314
N 3.150 -0.277 0.524 0.0876 -0.3055 -0.6514 0.2178
N 2.681 -1.505 0.970 0.1163 0.0866 0.1690 0.0690
N 1.001 -0.083 0.604 1.4714 -1.1704 -0.3388 0.1408
N 2.136 0.638 0.375 0.1148 0.2120 0.2290 0.4348
C -2.627 -2.977 -2.655 0.0333 0.6205 0.1184 0.0001
C 2.716 -5.175 -3.140 -0.4017 0.0746 -0.3720 0.0004
C -2.868 0.978 -2.788 -0.3350 0.1930 0.2191 0.0003
C -4.932 2.298 -4.129 -0.1265 -0.0619 -0.0572 0.0003
C -0.574 -4.382 -4.211 0.1923 0.1042 -0.1281 -0.0001
C 1.399 -1.353 0.923 -0.0285 0.3403 0.1696 -0.0161
C -0.771 -4.762 -1.196 0.2238 -0.0060 0.0987 0.0000
C 0.770 -2.314 4.095 -0.0010 0.0184 0.0675 -0.0003
C 1.757 -0.055 3.848 0.0031 -0.0248 -0.0299 0.0040
C -3.926 1.669 -4.839 0.1049 -0.0523 -0.1099 0.0000
C -1.605 -1.596 2.870 -0.1398 0.0965 -0.0501 0.0001
C 3.217 0.122 -3.144 0.0464 -0.0682 0.1867 0.0019
C 0.128 3.928 5.083 -0.0217 0.0631 0.0682 0.0030
C -2.934 -1.231 2.266 0.1190 0.0057 0.1538 0.0054
C 0.828 4.437 0.447 0.1572 -0.4220 -0.3738 0.0005
C 2.250 3.922 0.678 -0.0485 0.1582 0.0733 0.0009
C 0.602 -1.005 3.666 0.0658 0.0530 0.0500 -0.0006
C 2.639 -4.557 -0.220 -0.3032 0.0971 0.1563 0.0005
C -0.610 1.640 4.754 -0.1145 0.0041 0.0373 0.0025
C -0.318 2.706 5.583 0.0049 -0.0620 -0.0262 0.0000
C 0.223 4.043 3.704 0.0623 -0.0265 -0.0468 -0.0005
C 4.400 -3.004 -1.984 -0.0386 0.4233 -0.1375 0.0004
C -0.201 -3.289 3.907 -0.0396 -0.0577 0.0235 -0.0006
C -1.823 5.694 1.516 0.0291 -0.0699 -0.1549 -0.0002
C -1.383 -2.905 3.295 0.0431 -0.0320 -0.0665 -0.0001
C -3.888 1.613 -2.085 0.2014 -0.2465 0.0157 0.0005
C -2.897 1.014 -4.178 0.0863 -0.1167 -0.0394 0.0003
C 0.467 5.080 5.995 0.0750 -0.1161 -0.0906 0.0006
C 0.036 -4.711 4.349 0.0047 0.0636 -0.0478 -0.0001
C 0.542 4.587 -1.055 -0.0966 0.0777 0.1712 0.0002
C -0.108 3.000 2.845 -0.0259 -0.1703 -0.1213 0.0028
C -4.914 2.266 -2.746 0.0131 0.1394 0.2369 0.0000
C 2.681 -2.048 -5.241 -0.0678 -0.2997 0.1296 -0.0002
C -2.913 3.595 2.279 0.0491 -0.0104 -0.0985 0.0002
C -1.999 4.209 1.205 -0.0854 -0.1305 0.0163 0.0003
C 0.949 0.330 -4.973 -0.6303 -0.1567 0.2013 -0.0001
C -0.606 -0.623 3.039 0.0166 -0.0709 0.1782 0.0027
C -0.501 1.742 3.354 -0.0112 -0.0912 0.0316 0.0011
H -0.853 -5.323 4.190 0.0283 0.0134 0.0182 0.0000
H -2.167 -3.642 3.146 0.0057 0.0406 -0.0095 0.0000
H 3.798 0.672 -3.891 -0.0554 -0.0438 -0.0188 0.0000
H -2.845 -0.851 1.254 -0.0822 -0.0267 -0.0856 0.0024
H -5.750 2.773 -4.656 0.0484 0.0887 0.0453 0.0000
H -5.679 2.748 -2.152 -0.0152 -0.0654 -0.0102 0.0000
H 0.196 6.035 5.540 -0.0015 0.0037 0.0122 0.0001
H -3.940 3.922 2.112 0.0335 0.0350 0.0245 0.0000
H -3.243 -3.878 -2.720 0.1324 -0.0871 -0.0145 0.0000
H -3.596 -2.096 2.222 0.0183 0.0094 0.0242 0.0004
H 0.859 -5.161 3.788 -0.0228 0.0017 0.0176 0.0000
H -1.284 6.235 0.736 -0.0323 0.0072 0.0242 0.0000
H 2.515 3.959 1.737 0.0054 -0.0349 -0.0261 0.0005
H 1.537 5.113 6.215 -0.0117 0.0235 0.0401 0.0002
H -1.302 5.830 2.465 -0.0010 0.0461 -0.0124 0.0000
H 1.243 5.284 -1.521 0.0016 0.0033 0.0279 0.0000
H 1.708 -2.586 4.572 -0.0029 0.0086 -0.0652 0.0002
H -2.813 6.146 1.619 0.0267 0.0152 -0.0160 0.0000
H 0.117 -5.395 -1.271 -0.0453 -0.0014 0.0660 0.0000
H 2.707 -4.837 -4.180 0.0391 -0.0704 0.0371 0.0000
H -2.822 -2.354 -3.532 -0.0383 -0.0948 0.0179 0.0000
H 3.335 -4.041 0.444 -0.0338 -0.0030 -0.0458 0.0000
H -2.913 2.508 2.244 -0.0279 0.0159 0.0644 0.0001
H 3.488 -2.652 -4.819 -0.0293 0.0058 -0.0835 0.0000
H 4.651 -2.558 -2.949 0.0710 -0.0535 0.0489 0.0000
H -0.785 -3.709 -5.050 0.0041 -0.0368 0.0391 0.0000
H -1.652 -5.410 -1.222 -0.0008 0.0614 -0.0828 0.0000
H -1.251 -5.239 -4.287 -0.0254 0.0692 0.0439 0.0000
H 5.140 -3.778 -1.759 -0.0938 -0.0471 0.0044 0.0000
H 4.325 0.314 2.015 -0.0250 -0.0922 0.0143 0.0136
H -2.589 3.905 3.275 0.0114 0.0075 -0.0115 0.0000
H 0.234 -0.144 -5.653 0.0352 0.0652 0.0166 0.0000
H 0.712 -2.153 1.152 -0.0547 0.0431 -0.0304 -0.0016
H 2.734 0.841 -2.475 0.0394 -0.0071 -0.0104 0.0011
H -0.746 -4.272 -0.217 -0.0187 -0.0487 -0.0127 0.0000
H -0.475 4.952 -1.229 0.0387 0.0011 -0.0657 0.0000
H -0.067 4.993 6.942 0.0186 0.0221 0.0115 0.0000
H 0.636 3.617 -1.546 0.0281 0.0163 -0.0481 0.0003
H -2.495 4.097 0.239 0.0015 0.0144 -0.0326 0.0000
H 3.095 -1.438 -6.050 -0.0182 0.0178 0.0560 0.0000
H -2.943 -2.408 -1.778 -0.0575 -0.1230 -0.0436 0.0000
H 1.945 -2.734 -5.673 0.0508 0.0373 -0.0108 0.0000
H 2.350 2.890 0.347 0.0569 -0.0304 -0.0313 0.0010
H 3.628 -5.758 -2.980 -0.0012 0.0832 0.1024 0.0000
H 1.808 0.670 3.034 0.0278 -0.0047 -0.0120 0.0035
H 0.695 5.394 0.952 -0.0688 0.0091 0.0312 -0.0002
H 0.299 -4.754 5.409 -0.0147 -0.0198 -0.0215 0.0000
H 1.655 0.923 -5.559 0.1217 -0.1344 0.0234 0.0000
H -0.436 2.580 6.656 -0.0008 0.0178 -0.0208 -0.0001
H 2.918 -5.614 -0.281 -0.0047 0.0403 -0.0603 0.0001
H 2.690 -0.620 3.879 -0.0080 -0.0081 -0.0383 0.0023
H 0.388 1.001 -4.320 0.0892 0.0816 -0.1066 0.0000
H 1.655 -4.495 0.251 0.0612 -0.0853 0.0340 0.0000
H 1.860 -5.841 -3.003 0.0734 -0.0153 -0.0107 0.0000
H -3.420 -0.446 2.852 0.0005 0.0138 -0.0461 0.0001
H -0.948 0.704 5.185 0.0052 0.0255 -0.0171 0.0001
H 0.448 -4.743 -4.325 -0.0382 -0.0147 -0.0667 0.0000
H -2.122 0.502 -4.727 -0.0069 0.0656 -0.0465 0.0000
H 5.076 -0.462 0.762 -0.0177 -0.0340 -0.0307 0.0004
H 1.669 0.510 4.778 0.0075 0.0149 -0.0117 0.0001
H 2.964 4.538 0.122 -0.0214 0.0127 0.0387 0.0001
H 3.903 -0.463 -2.530 0.0048 0.0908 0.0002 0.0006
H 0.570 4.981 3.280 -0.0620 0.0023 -0.0033 -0.0001
H -3.946 1.677 -5.921 0.0546 -0.0210 0.0098 0.0000
H 4.480 -2.218 -1.227 0.0271 -0.0694 -0.0144 0.0006
```
Positions in Å, forces in eV/Å.